(1)
Below is a gas-phase ion, C2H3N (charge -1), with properties calculated with wB97M-V/def2-TZVPD.

```
! RIJCOSX wB97M-V def2-TZVPD def2/J DEFGRID3
* xyz -1 2
C -4.53 2.51 -13.29
C -4.36 1.07 -13.11
N -4.28 -0.06 -12.92
H -3.66 3.02 -13.71
H -4.60 2.96 -12.30
H -5.41 2.75 -13.89
*
```

* molar mass: 41.1 g mol⁻¹
* energy above the lowest of the compared OMol25 structures with the same formula, charge and spin: 0.000 eV
* energy: -3611.15193 eV
* LUMO energy (spin up / spin down): 5.107 / 5.083 eV
* gap between HOMO and LUMO (spin up / spin down): 3.915 / 12.578 eV



(2)
Below is C2H3N in the gas phase in a non-equilibrium geometry, with properties calculated with wB97M-V/def2-TZVPD.

```
! RIJCOSX wB97M-V def2-TZVPD def2/J DEFGRID3
* xyz 0 1
C 0.52 0.05 0.18
C -0.93 0.03 -0.28
N -1.99 0.02 -0.70
H 1.19 0.69 -0.38
H 0.67 -1.00 -0.09
H 0.54 0.20 1.26
*
```

* molar mass: 41.1 g mol⁻¹
* energy above the lowest of the compared OMol25 structures with the same formula, charge and spin: 0.284 eV
* energy: -3612.07412 eV
* LUMO energy: 0.786 eV
* gap between HOMO and LUMO: 12.572 eV



(3)
Below is 2 unconnected molecules or ions with the total composition C2H3N2O in a non-equilibrium geometry, with properties calculated with wB97M-V/def2-TZVPD.

```
! RIJCOSX wB97M-V def2-TZVPD def2/J DEFGRID3
* xyz -1 1
C -1.53 -0.23 1.14
C 0.92 -0.29 -0.41
N -2.65 -0.07 1.38
N 0.23 0.88 0.17
O -0.34 1.67 -0.66
H 2.03 -0.11 -0.60
H 0.93 -1.15 0.33
H 0.42 -0.71 -1.34
*
```

* molar mass: 71.1 g mol⁻¹
* energy above the lowest of the compared OMol25 structures with the same formula, charge and spin: 2.483 eV
* energy: -7147.38267 eV
* LUMO energy (spin up / spin down): 4.292 / 4.292 eV
* gap between HOMO and LUMO (spin up / spin down): 8.274 / 8.276 eV



(4)
Below is a gas-phase ion, C2H3N2O (charge +1) in a non-equilibrium geometry, with properties calculated with wB97M-V/def2-TZVPD.

```
! RIJCOSX wB97M-V def2-TZVPD def2/J DEFGRID3
* xyz 1 1
C -0.48 -0.58 0.06
C -1.72 -0.41 -0.01
N 0.74 -0.93 0.15
N 1.66 1.06 0.09
O 1.74 -0.21 -0.19
H -2.58 -0.92 -0.54
H -1.94 0.52 0.37
H 2.57 1.46 0.06
*
```

* molar mass: 71.1 g mol⁻¹
* energy above the lowest of the compared OMol25 structures with the same formula, charge and spin: 7.726 eV
* energy: -7134.65642 eV
* LUMO energy (spin up / spin down): -7.260 / -8.341 eV
* gap between HOMO and LUMO (spin up / spin down): 9.052 / 7.863 eV



(5)
Below is 2 unconnected molecules or ions with the total composition C2H3N2O2 in a non-equilibrium geometry, with properties calculated with wB97M-V/def2-TZVPD.

```
! RIJCOSX wB97M-V def2-TZVPD def2/J DEFGRID3
* xyz -1 1
C -1.68 -0.24 0.17
C 1.08 -0.61 -0.02
N -2.63 -0.59 0.77
N -0.78 0.31 -0.66
O -0.36 1.60 -0.18
O 1.96 0.31 0.29
H 1.30 -1.11 -1.03
H 0.56 1.41 -0.13
H 0.55 -1.08 0.80
*
```

* molar mass: 87.1 g mol⁻¹
* energy above the lowest of the compared OMol25 structures with the same formula, charge and spin: 2.084 eV
* energy: -9195.62018 eV
* LUMO energy: 4.407 eV
* gap between HOMO and LUMO: 8.221 eV



(6)
Below is 2 unconnected molecules or ions with the total composition C2H3N2O2 in a non-equilibrium geometry, with properties calculated with wB97M-V/def2-TZVPD.

```
! RIJCOSX wB97M-V def2-TZVPD def2/J DEFGRID3
* xyz -1 1
C -0.63 -0.37 -0.10
C -1.47 0.77 0.23
N 0.42 -0.23 -0.84
N 2.24 0.17 0.50
O 3.28 -0.31 0.06
O -1.35 1.98 0.01
H -1.13 -1.19 0.29
H -2.35 0.32 0.95
H 0.99 -1.15 -1.10
*
```

* molar mass: 87.1 g mol⁻¹
* energy above the lowest of the compared OMol25 structures with the same formula, charge and spin: 3.548 eV
* energy: -9194.15557 eV
* LUMO energy (spin up / spin down): 4.621 / 4.266 eV
* gap between HOMO and LUMO (spin up / spin down): 6.159 / 8.005 eV



(7)
Below is 2 unconnected molecules or ions with the total composition C2H3N2O2 in a non-equilibrium geometry, with properties calculated with wB97M-V/def2-TZVPD.

```
! RIJCOSX wB97M-V def2-TZVPD def2/J DEFGRID3
* xyz 1 1
C 0.71 0.35 -0.82
C -1.08 -0.95 1.83
N 1.66 -0.16 -0.38
N -0.21 0.99 -1.44
O -1.64 -1.48 2.67
O -0.44 -0.44 1.03
H 2.07 -0.50 0.48
H 0.06 1.38 -2.35
H -1.14 0.81 -1.02
*
```

* molar mass: 87.1 g mol⁻¹
* energy above the lowest of the compared OMol25 structures with the same formula, charge and spin: 0.355 eV
* energy: -9189.96954 eV
* LUMO energy: -4.775 eV
* gap between HOMO and LUMO: 12.279 eV



(8)
Below is a gas-phase ion, C2H3N2O3 (charge -1) in a non-equilibrium geometry, with properties calculated with wB97M-V/def2-TZVPD.

```
! RIJCOSX wB97M-V def2-TZVPD def2/J DEFGRID3
* xyz -1 1
C 1.86 -0.78 0.93
C -0.28 -0.47 -0.28
N 0.63 -1.13 0.64
N -1.77 1.43 -0.45
O 2.68 -0.22 0.25
O -0.80 -1.03 -1.20
O -0.71 0.77 0.23
H 2.21 -1.20 1.99
H -2.45 0.80 -0.84
H -1.37 1.84 -1.26
*
```

* molar mass: 103.1 g mol⁻¹
* energy above the lowest of the compared OMol25 structures with the same formula, charge and spin: 2.095 eV
* energy: -11244.94576 eV
* LUMO energy: 4.112 eV
* gap between HOMO and LUMO: 8.149 eV